Molecular formula: C38H74F15N4O15S5
Method: DFT, ωB97M-V/def2-TZVPD

XYZ file:
```
151
Properties=species:S:1:pos:R:3:forces:R:3:lowdin_charge:R:1
C 4.34443 -0.44639 -2.36160 0.123 -1.083 1.256 -0.09
C 2.81022 -0.51334 -2.39206 0.834 0.481 -0.575 -0.20
C 2.27546 -0.32657 -0.97787 -0.728 -1.311 0.535 -0.12
N 0.79480 -0.14556 -0.92119 -1.620 1.370 0.471 -0.20
C 0.01697 -1.37349 -1.39316 0.979 1.011 -0.202 0.05
C 0.29449 0.28559 0.49642 0.666 -1.886 -0.382 -0.10
C 0.31191 1.78985 0.53043 -0.365 -0.755 0.276 -0.11
C -0.40783 1.98429 -0.79498 -0.949 -0.176 0.060 -0.16
C 0.30040 1.05965 -1.74203 1.254 0.852 -0.593 -0.09
H 4.82377 0.49553 -2.09649 -0.357 0.335 -0.513 0.05
H 4.82904 -0.95242 -3.19375 -0.134 0.427 -0.324 0.07
H 4.61177 -1.08615 -1.50798 0.193 -0.073 -0.050 0.08
H 2.57214 -1.48710 -2.82279 -0.231 -0.153 0.446 0.09
H 2.40060 0.18512 -3.12441 -0.044 0.309 0.309 0.12
H 2.75591 0.40639 -0.32808 -0.060 0.619 -0.624 0.13
H 2.40891 -1.23885 -0.38564 0.266 -0.219 -0.280 0.14
H 0.64189 -1.76247 -2.18887 -0.546 -0.442 -0.175 0.06
H -0.93050 -0.97634 -1.74665 -0.086 -0.466 0.056 0.08
H -0.12239 -2.11223 -0.60802 0.245 0.174 0.236 0.10
H -0.72889 -0.08945 0.49336 -0.120 0.228 0.047 0.11
H 0.79374 -0.36104 1.21810 0.441 0.384 0.165 0.11
H -0.27040 2.10391 1.39723 -0.007 0.390 -0.212 0.10
H 1.31930 2.19481 0.63260 0.033 0.115 -0.306 0.11
H -1.41779 1.57574 -0.69098 0.169 0.550 0.466 0.10
H -0.50532 2.99239 -1.18575 0.519 -0.813 0.087 0.10
H -0.26408 0.75171 -2.61711 0.150 -0.131 0.346 0.12
H 1.11992 1.68739 -2.09326 0.537 -0.814 -0.097 0.11
C 5.00740 2.66708 0.38723 -0.737 0.711 0.103 -0.08
C 5.79983 3.98966 0.45580 0.584 -2.007 0.265 -0.23
C 5.95897 4.63140 -0.89360 -1.928 0.999 0.640 -0.13
N 6.45561 6.05681 -0.79573 1.339 0.834 -1.155 -0.24
C 5.44379 7.05274 -0.27891 0.130 -1.072 0.051 0.06
C 6.87441 6.48257 -2.22419 0.725 -1.557 0.538 -0.09
C 7.83676 7.65071 -2.07493 -1.412 0.505 0.068 -0.14
C 8.38753 7.52102 -0.64030 -0.241 0.275 0.546 -0.15
C 7.77268 6.25079 -0.05851 -0.578 -0.646 -0.627 -0.10
H 4.90894 2.32612 1.41770 0.084 -0.375 -0.113 0.08
H 5.43906 1.89260 -0.24290 0.155 0.059 0.028 0.07
H 3.99346 2.88974 0.04712 0.042 -0.225 -0.161 0.05
H 6.75957 3.63413 0.84826 0.201 0.699 0.166 0.11
H 5.27606 4.55693 1.22390 0.222 0.567 -0.285 0.11
H 4.95964 4.77234 -1.31584 0.149 -0.136 -0.178 0.09
H 6.48039 4.04171 -1.64354 0.616 0.196 0.297 0.15
H 5.17715 6.76567 0.73633 0.024 0.039 0.009 0.11
H 4.55266 6.99750 -0.90308 0.097 0.293 -0.147 0.10
H 5.94905 8.01215 -0.26823 -0.342 0.155 -0.122 0.10
H 5.95658 6.53457 -2.80745 0.118 0.312 -0.205 0.12
H 7.50232 5.65167 -2.55482 -0.507 -0.273 -0.205 0.13
H 7.16019 8.49043 -2.25544 0.773 0.677 0.437 0.12
H 8.60811 7.67267 -2.83824 -0.058 -0.197 -0.052 0.12
H 8.09321 8.35510 -0.00225 0.002 0.167 -0.209 0.11
H 9.47087 7.46903 -0.54985 0.024 -0.042 -0.317 0.12
H 7.59151 6.28085 1.01186 0.060 -0.106 0.019 0.13
H 8.34431 5.36800 -0.34344 0.187 -0.006 0.308 0.14
C -7.43789 0.95998 4.52945 -1.651 -0.260 0.225 -0.10
C -6.28824 0.00516 4.23933 -0.455 -0.001 -1.520 -0.21
C -5.69409 0.41292 2.88180 0.633 1.111 0.783 -0.12
N -4.61886 -0.50487 2.34115 -1.240 0.249 -0.602 -0.24
C -5.29803 -1.53059 1.48907 0.684 -0.594 -0.745 0.01
C -3.72326 -1.18525 3.37522 0.898 0.999 -0.591 -0.08
C -2.81348 -0.06153 3.84783 -0.853 -0.543 0.411 -0.14
C -2.61739 0.81286 2.60895 -0.571 0.862 0.209 -0.12
C -3.63996 0.34311 1.55532 1.061 -0.765 0.390 -0.07
H -7.15630 1.90020 4.99729 0.237 -0.048 -0.057 0.08
H -8.24632 0.51666 5.12346 0.631 -0.194 0.695 0.07
H -8.09205 1.19268 3.68142 0.797 0.179 -0.564 0.08
H -6.63037 -1.01481 4.04317 -0.321 -0.063 0.638 0.10
H -5.58283 -0.00674 5.06615 0.193 0.037 -0.156 0.10
H -5.30751 1.43595 2.91298 0.460 -0.170 0.325 0.14
H -6.45530 0.53699 2.11218 -0.138 -0.636 0.023 0.14
H -6.07649 -1.98921 2.09228 0.334 -0.548 0.016 0.10
H -4.49359 -2.14350 1.07479 -0.125 -0.683 0.832 0.08
H -5.73205 -1.28586 0.51288 -0.148 1.528 0.446 0.10
H -3.08533 -1.81796 2.75665 -0.250 -0.551 0.261 0.12
H -4.18638 -1.67731 4.22448 -0.614 -0.273 -0.519 0.13
H -1.97834 -0.50783 4.38684 -0.268 0.423 -0.687 0.08
H -3.35845 0.51158 4.60299 0.044 0.134 0.009 0.11
H -1.64091 0.81934 2.13636 0.037 -0.044 0.418 0.08
H -2.87262 1.81883 2.93417 0.420 0.235 -0.482 0.10
H -3.12025 -0.33596 0.87899 -0.339 -0.051 -0.244 0.10
H -4.14477 1.10971 0.97343 -0.094 0.054 0.162 0.15
C -3.62525 -9.11498 1.63170 1.262 0.274 1.652 -0.10
C -3.47596 -7.63278 1.35379 0.424 0.283 -1.285 -0.23
C -2.43624 -7.37441 0.24416 0.162 -0.737 0.228 -0.12
N -1.72093 -6.06489 0.35667 -0.306 0.993 -0.217 -0.26
C -2.63942 -4.86735 0.53927 -0.168 -0.047 0.236 -0.11
C -3.55866 -4.55924 -0.63593 0.767 0.048 1.077 -0.14
C -2.67245 -4.36016 -1.85702 -1.559 0.102 -0.680 -0.18
C -1.82338 -5.56778 -2.10647 0.783 -0.820 -0.261 -0.16
C -0.90800 -5.85046 -0.90426 -0.472 0.157 -1.174 -0.09
C -0.77690 -6.03593 1.50023 0.874 0.255 0.104 0.01
H -2.64669 -9.37911 2.05402 -0.019 -0.460 -0.242 0.08
H -3.83207 -9.82160 0.83508 -0.420 0.316 -0.173 0.08
H -4.26191 -9.19342 2.51491 -0.500 -0.477 -0.435 0.08
H -3.08193 -7.15146 2.24826 -0.368 -0.052 0.185 0.10
H -4.43745 -7.19225 1.08449 0.097 0.223 0.055 0.11
H -2.82261 -7.54575 -0.75829 -0.359 0.668 0.050 0.13
H -1.63027 -8.11441 0.26286 0.007 -0.037 0.504 0.13
H -3.17356 -5.01072 1.47877 -0.015 -0.143 -0.001 0.13
H -1.95906 -4.02944 0.69942 0.000 0.044 -0.023 0.12
H -4.34306 -5.31296 -0.73481 0.159 -0.195 -0.312 0.12
H -4.06683 -3.65467 -0.29891 0.005 0.184 -0.509 0.09
H -3.33757 -4.23157 -2.71347 0.166 0.257 -0.106 0.12
H -2.08687 -3.44235 -1.79373 0.010 -0.057 0.213 0.11
H -2.40953 -6.44307 -2.40309 -0.184 0.057 0.199 0.11
H -1.19606 -5.38875 -2.98339 0.285 0.012 0.226 0.11
H -0.26672 -6.72442 -1.00234 0.055 0.047 -0.179 0.14
H -0.29385 -4.94905 -0.86989 0.184 -0.139 0.825 0.13
H -1.21777 -6.12530 2.49047 -0.373 -0.333 -0.231 0.11
H -0.30396 -5.05744 1.51275 0.040 0.078 -0.099 0.09
H 0.00673 -6.76963 1.32118 -0.128 -0.174 0.147 0.12
C 0.25846 -1.47701 4.76537 0.193 -0.230 -1.365 -0.65
F 1.36822 -1.33287 5.48068 -0.151 -0.539 0.379 0.14
F -0.76582 -1.86430 5.53598 0.228 -0.058 0.359 0.11
F -0.01925 -0.25257 4.29019 0.148 0.131 -0.055 0.10
S 0.52911 -2.64878 3.29416 -1.112 -0.155 -1.761 0.47
O 1.70977 -2.06471 2.72563 1.016 0.166 0.283 -0.32
O 0.59753 -3.98357 3.84046 0.201 0.214 0.547 -0.32
O -0.58966 -2.51447 2.32563 -0.025 0.300 1.455 -0.37
C -2.36027 5.31409 -0.69798 -1.695 0.550 1.220 -0.63
F -1.91069 6.56698 -0.63483 0.670 -0.164 -0.142 0.13
F -3.33258 5.33600 -1.62564 0.410 -0.577 0.013 0.12
F -1.40396 4.46730 -1.03607 -0.613 0.818 -0.554 0.08
S -3.04596 4.83297 1.01508 -1.674 -0.269 1.973 0.49
O -2.69234 5.93690 1.88654 0.568 0.082 -0.583 -0.35
O -4.50298 4.71857 0.86622 1.150 -0.245 -0.709 -0.36
O -2.40122 3.57104 1.41719 -0.006 0.473 -1.077 -0.36
C 2.06917 4.84610 -1.51011 0.391 0.706 -1.403 -0.59
F 2.26905 3.54955 -1.84932 -0.292 0.201 0.309 0.09
F 0.83412 5.02266 -1.07131 0.912 -0.113 -0.075 0.14
F 2.93228 5.08863 -0.48460 -0.284 0.154 0.047 0.08
S 2.51367 5.91838 -3.06041 -0.478 0.682 -0.097 0.47
O 1.64090 5.47222 -4.11666 0.119 -0.416 0.569 -0.30
O 2.30945 7.30571 -2.66706 0.331 -0.788 0.513 -0.34
O 3.91853 5.54908 -3.23147 0.251 -0.073 0.438 -0.37
C 3.29053 -4.34144 -4.51911 -2.086 -0.552 1.899 -0.66
F 2.94457 -3.17292 -5.06484 0.514 0.172 -0.193 0.11
F 3.56411 -5.21265 -5.47080 0.212 -0.031 -0.283 0.14
F 4.35815 -4.20208 -3.73264 0.462 0.448 -0.294 0.11
S 1.81005 -4.95338 -3.39312 -0.708 -1.517 -0.922 0.48
O 1.09525 -5.84695 -4.31171 0.203 1.088 0.240 -0.36
O 2.40179 -5.70040 -2.30387 0.615 0.426 0.234 -0.35
O 1.05914 -3.77438 -2.95703 0.649 -0.109 -0.466 -0.36
C -3.26967 0.71573 -2.90596 -0.910 -1.366 0.018 -0.64
F -3.02178 1.54569 -1.89461 -0.616 0.166 -0.084 0.12
F -3.96902 1.33777 -3.84570 0.281 0.391 -0.149 0.14
F -2.06389 0.36096 -3.39701 -0.353 -0.041 -0.445 0.09
S -4.23420 -0.83854 -2.36676 0.423 0.746 -0.324 0.50
O -4.27584 -1.69949 -3.53879 0.322 0.436 0.830 -0.32
O -3.33000 -1.25739 -1.27934 -0.671 -0.280 -0.198 -0.37
O -5.53395 -0.32258 -1.95392 0.743 -0.311 0.284 -0.33
```
Forces are in eV/Å.

As for the HOMO energy: -6.17 eV. Its charge is -1. For the frontier orbital gap, the calculation gives 7.26 eV. As for the energy above the lowest of the compared OMol25 structures with the same formula, charge and spin: 0.000 eV. The calculation puts the LUMO energy at 1.1 eV.